1.
DFT (ωB97M-V/def2-TZVPD) results for BF4Rb as an isolated structure.

Last column: Löwdin charge in e.
Atoms and positions in Å:
Rb (0.3689, -4.1446, 0.3174)  0.97
B (-0.0952, 0.8588, -0.0688)  -1.35
F (0.8698, 0.1921, 0.6294)  0.10
F (0.0151, 0.5234, -1.3997)  0.11
F (-1.2917, 0.3310, 0.4315)  0.08
F (0.1330, 2.2393, 0.0902)  0.09

- molar mass (g/mol) = 172.27
- HOMO (hartree) = -0.3691

***

2.
DFT (ωB97M-V/def2-TZVPD) results for C18H26F6LiN4O7PS2 as an isolated structure.

Last column: Löwdin charge in e.
Atoms and positions in Å:
Li (-0.2255, 0.5956, -0.6748)  0.58
C (-2.0646, 3.7327, -2.4542)  0.01
C (-0.9079, 3.3641, -1.5128)  -0.51
O (-0.5763, 2.0596, -1.5875)  -0.25
C (0.3115, 4.2416, -1.8997)  -0.55
F (1.3095, 4.1718, -0.9982)  0.15
F (0.8215, 3.8118, -3.0743)  0.13
F (0.0184, 5.5431, -2.0606)  0.15
C (-1.3420, 3.7010, -0.0644)  -0.55
F (-2.5401, 3.1266, 0.2003)  0.13
F (-0.4837, 3.2289, 0.8487)  0.16
F (-1.4883, 5.0204, 0.1623)  0.15
H (-1.7265, 3.6177, -3.4841)  0.09
H (-2.4299, 4.7505, -2.3170)  0.09
H (-2.8744, 3.0294, -2.2712)  0.08
O (2.7805, -1.7649, 5.1127)  -0.28
S (3.9059, -1.7652, 4.2291)  0.64
O (5.0899, -1.0415, 4.5740)  -0.28
N (3.4027, -1.3044, 2.7089)  -0.05
C (3.4972, -2.2815, 1.8847)  -0.68
S (3.0639, -2.1961, 0.2126)  0.92
C (4.0256, -3.5709, 2.4283)  -0.22
C (4.2504, -4.7766, 1.7877)  -0.02
C (4.7673, -5.8244, 2.5397)  -0.06
C (5.0530, -5.6630, 3.8926)  -0.06
C (4.8280, -4.4492, 4.5326)  -0.02
C (4.3113, -3.4236, 3.7698)  -0.22
H (4.0332, -4.9010, 0.7346)  0.11
H (4.9545, -6.7790, 2.0666)  0.11
H (5.4592, -6.4942, 4.4537)  0.11
H (5.0521, -4.3146, 5.5819)  0.12
N (-0.7538, -0.3614, -3.8582)  0.14
C (0.5493, 0.3965, -3.8552)  -0.19
P (1.5651, -0.5498, -2.6295)  0.36
O (2.1756, -1.7034, -3.3389)  -0.34
O (0.5174, -0.8110, -1.5495)  -0.44
C (2.8106, 0.6351, -2.0290)  -0.31
N (2.5425, 1.1010, -0.6658)  -0.04
H (-0.6484, -1.2443, -4.3575)  0.16
H (-1.5275, 0.1750, -4.2411)  0.16
H (-0.9358, -0.5956, -2.8596)  0.11
H (0.3095, 1.3901, -3.4764)  0.06
H (0.9656, 0.4039, -4.8584)  0.10
H (2.8887, 1.4475, -2.7642)  0.09
H (3.7491, 0.0783, -2.0555)  0.09
H (3.3584, 1.5787, -0.2995)  0.09
H (2.6689, -0.9013, 0.2555)  -0.11
H (1.8071, 1.8023, -0.6886)  0.04
O (-2.9181, -0.4033, -1.0286)  0.11
C (-2.6414, -0.2063, 0.2584)  -0.48
O (-1.5536, 0.1357, 0.6528)  0.06
C (-3.8182, -0.4203, 1.1985)  -0.22
N (-5.0008, -0.8327, 0.4227)  -0.03
C (-6.0639, 0.1836, 0.5874)  -0.18
C (-5.2932, 1.4443, 0.9574)  -0.16
C (-4.2050, 0.9013, 1.8802)  -0.11
H (-3.5002, -1.1700, 1.9241)  0.16
H (-5.3113, -1.7638, 0.6578)  0.12
H (-3.8726, -0.6815, -1.0072)  0.11
H (-6.7486, -0.0901, 1.3959)  0.12
H (-6.6425, 0.2824, -0.3303)  0.11
H (-5.9231, 2.1891, 1.4397)  0.12
H (-4.8510, 1.8992, 0.0679)  0.11
H (-4.6251, 0.6860, 2.8640)  0.12
H (-3.3501, 1.5604, 2.0085)  0.11

- molar mass (g/mol) = 626.46
- HOMO (hartree) = -0.3391

***

3.
DFT (ωB97M-V/def2-TZVPD) results for an isolated ion of composition C2H7INO and charge +1.

Last column: Löwdin charge in e.
Atoms and positions in Å:
C (-0.5357, -0.6313, -0.5331)  -0.18
C (0.7368, 0.3238, -0.6110)  -0.66
N (-0.9922, -0.3946, 0.7672)  0.15
O (0.3672, 1.5637, -0.2393)  -0.07
I (2.4054, -0.5258, 0.6819)  0.83
H (-1.1424, -0.4187, -1.3769)  0.13
H (-0.0472, -1.6035, -0.6956)  0.13
H (-1.1767, 0.5836, 1.1028)  0.20
H (-1.7481, -1.0250, 1.1334)  0.22
H (1.3104, 0.4452, -1.4881)  0.07
H (-0.1523, -0.5886, 1.2594)  0.04
H (0.9746, 2.2712, -0.0005)  0.13

- SMILES = [NH3+]C[C@@H](O)I
- charge = +1
- molar mass (g/mol) = 187.99
- HOMO (hartree) = -0.5077

***

| no. | F_max (hartree/bohr) | HOMO-LUMO gap (eV) |
| --- | --- | --- |
| 1 | 0.05179 | 8.059 |
| 2 | 0.01064 | 8.903 |
| 3 | 0.10511 | 10.045 |